# 1
Here is a 5-piece molecular cluster, C28H80N13O5P5S overall from OMol25. Energies are from the ωB97M-V functional and the def2-TZVPD basis.

Its SMILES is O=C1CC[C@@H]([PH2]=S)N1.CN(C)P(=O)(N(C)C)N(C)C.CN(C)P(=O)(N(C)C)N(C)C.CN(C)P(=O)(N(C)C)N(C)C.CN(C)P(=O)(N(C)C)N(C)C. As for the gap between HOMO and LUMO: 8.1817 eV. For the largest force on an atom, the calculation gives 0.13028 Eh/bohr.

```
132
Properties=species:S:1:pos:R:3:lowdin_charge:R:1
O 7.376 0.316 9.312 0.064
C 6.582 -0.137 8.508 -0.478
C 6.635 -1.503 7.863 -0.091
C 5.679 -1.536 6.648 -0.167
C 4.836 -0.273 6.935 -0.512
P 3.097 -0.730 7.358 0.380
S 2.983 -1.657 9.066 0.109
N 5.427 0.462 8.040 0.045
H 7.586 -2.019 7.798 0.121
H 6.098 -2.116 8.600 0.109
H 5.092 -2.441 6.785 0.088
H 6.140 -1.514 5.669 0.108
H 4.925 0.401 6.079 0.116
H 2.659 -1.483 6.256 -0.029
H 2.413 0.496 7.449 -0.027
H 5.400 1.467 8.007 0.144
C -1.634 -2.167 1.877 -0.120
N -1.189 -1.870 3.223 -0.323
C -1.856 -2.603 4.290 -0.133
P -0.015 -0.715 3.692 0.668
O 0.930 -1.580 4.479 -0.325
N 1.015 -0.277 2.402 -0.302
C 0.636 -0.249 0.995 -0.121
C 2.418 -0.659 2.515 -0.125
N -1.012 0.672 3.364 -0.272
C -0.368 1.914 3.874 -0.127
C -2.385 0.673 3.894 -0.130
H -1.882 -1.271 1.302 0.069
H -2.549 -2.761 1.878 0.077
H -0.877 -2.741 1.330 0.069
H -2.610 -1.989 4.805 0.065
H -1.139 -2.938 5.043 0.070
H -2.359 -3.492 3.912 0.073
H 0.643 -1.250 0.550 0.079
H 1.339 0.363 0.427 0.056
H -0.337 0.209 0.833 0.072
H 2.571 -1.726 2.308 0.073
H 2.806 -0.443 3.508 0.057
H 3.018 -0.082 1.809 0.082
H -0.290 1.909 4.966 0.079
H -0.944 2.789 3.574 0.079
H 0.633 2.023 3.462 0.072
H -2.423 0.519 4.976 0.085
H -2.998 -0.084 3.410 0.072
H -2.855 1.630 3.668 0.081
C 3.139 -6.969 1.033 -0.132
N 2.109 -5.959 0.948 -0.333
C 2.450 -4.652 1.494 -0.137
P 0.510 -6.150 0.332 0.681
O 0.565 -5.065 -0.705 -0.300
N 0.352 -7.510 -0.698 -0.314
C 1.120 -8.735 -0.585 -0.141
C 0.066 -7.239 -2.102 -0.139
N 0.016 -7.113 1.701 -0.271
C -1.459 -7.327 1.687 -0.129
C 0.337 -6.613 3.048 -0.122
H 2.776 -7.905 1.473 0.066
H 3.952 -6.643 1.682 0.077
H 3.578 -7.190 0.054 0.076
H 2.003 -4.487 2.486 0.064
H 2.096 -3.851 0.840 0.061
H 3.527 -4.527 1.592 0.079
H 2.124 -8.632 -1.012 0.076
H 0.616 -9.542 -1.125 0.077
H 1.201 -9.079 0.444 0.067
H 0.956 -6.897 -2.643 0.086
H -0.710 -6.487 -2.207 0.069
H -0.305 -8.145 -2.587 0.077
H -2.003 -6.387 1.823 0.075
H -1.750 -8.012 2.482 0.078
H -1.773 -7.767 0.743 0.072
H -0.045 -5.603 3.229 0.081
H 1.409 -6.619 3.231 0.073
H -0.100 -7.281 3.791 0.084
C 3.910 1.917 -4.892 -0.130
N 2.724 1.366 -4.276 -0.326
C 2.336 0.034 -4.717 -0.129
P 1.697 2.133 -3.134 0.673
O 1.713 1.136 -2.016 -0.299
N 2.478 3.443 -2.343 -0.310
C 3.505 4.281 -2.931 -0.144
C 2.728 3.294 -0.914 -0.140
N 0.993 3.242 -4.267 -0.270
C -0.157 3.968 -3.651 -0.121
C 0.495 2.701 -5.541 -0.124
H 3.749 2.925 -5.288 0.066
H 4.217 1.317 -5.749 0.077
H 4.757 1.945 -4.198 0.076
H 1.498 0.064 -5.429 0.065
H 2.025 -0.584 -3.872 0.072
H 3.161 -0.484 -5.201 0.077
H 4.489 3.798 -2.918 0.074
H 3.591 5.215 -2.368 0.077
H 3.263 4.575 -3.950 0.066
H 3.580 2.632 -0.713 0.085
H 1.856 2.898 -0.403 0.062
H 2.939 4.270 -0.470 0.076
H -0.978 3.290 -3.412 0.071
H -0.532 4.732 -4.326 0.057
H 0.147 4.466 -2.732 0.077
H -0.236 1.899 -5.404 0.088
H 1.309 2.332 -6.163 0.071
H 0.020 3.502 -6.108 0.079
C -6.820 3.594 -4.932 -0.127
N -5.849 3.760 -3.872 -0.326
C -5.914 2.786 -2.791 -0.129
P -4.680 5.005 -3.722 0.675
O -3.421 4.201 -3.595 -0.296
N -4.375 5.784 -5.221 -0.310
C -5.345 5.946 -6.288 -0.140
C -3.046 5.621 -5.792 -0.138
N -5.824 6.252 -3.319 -0.276
C -5.118 7.494 -2.895 -0.126
C -6.814 5.963 -2.269 -0.129
H -7.363 4.517 -5.154 0.066
H -7.586 2.872 -4.647 0.078
H -6.360 3.227 -5.855 0.077
H -6.405 3.196 -1.896 0.065
H -4.913 2.462 -2.495 0.071
H -6.461 1.894 -3.088 0.078
H -5.459 5.032 -6.883 0.075
H -5.022 6.740 -6.967 0.079
H -6.319 6.258 -5.918 0.067
H -2.912 4.632 -6.250 0.088
H -2.280 5.758 -5.037 0.050
H -2.873 6.380 -6.558 0.081
H -4.563 7.344 -1.964 0.082
H -5.832 8.302 -2.743 0.079
H -4.415 7.816 -3.660 0.073
H -6.354 5.652 -1.326 0.085
H -7.518 5.196 -2.586 0.072
H -7.407 6.858 -2.080 0.082
```

***

# 2
Here is a 12-piece molecular cluster, C28H80N4O12 overall from OMol25. Energies are from the ωB97M-V functional and the def2-TZVPD basis.

Its SMILES is NC(N)=O.NC(N)=O.CC(C)O.CC(C)O.CC(C)O.CC(C)O.CC(C)O.CC(C)O.CC(C)O.CC(C)O.CO.CO. As for the gap between HOMO and LUMO: 8.4970 eV. For the largest force on an atom, the calculation gives 0.22832 Eh/bohr.

```
124
Properties=species:S:1:pos:R:3:lowdin_charge:R:1
N -3.292 1.291 -2.894 0.155
C -3.814 0.901 -1.777 -0.641
N -3.278 -0.125 -1.217 0.172
O -4.821 1.679 -1.214 -0.139
H -3.512 2.212 -3.222 0.118
H -2.556 0.752 -3.383 0.030
H -3.525 -0.424 -0.257 0.128
H -2.566 -0.620 -1.802 0.055
N -1.841 -1.549 -3.057 0.136
C -0.944 -0.847 -3.767 -0.590
N -1.472 0.112 -4.424 0.146
O 0.383 -0.940 -3.509 -0.043
H -1.560 -2.388 -2.530 0.097
H -2.859 -1.563 -3.369 0.167
H -0.788 0.542 -5.011 0.134
H -2.345 -0.175 -4.915 0.165
C 0.413 5.146 -1.754 -0.001
C -1.074 4.888 -1.568 -0.601
C -1.323 3.405 -1.587 -0.048
O -1.717 5.218 -0.549 0.046
H 0.976 4.950 -0.923 0.033
H 0.704 6.097 -2.135 0.077
H 0.822 4.545 -2.546 0.063
H -1.514 5.382 -2.412 0.135
H -1.218 3.021 -2.621 0.073
H -2.377 3.286 -1.319 0.069
H -0.632 2.853 -0.879 0.089
H -2.573 4.971 -0.778 0.065
C -2.027 2.154 1.324 -0.041
C -3.238 2.396 2.171 -0.647
C -4.147 3.309 1.417 -0.030
O -3.772 1.425 2.759 0.033
H -2.266 1.618 0.403 0.069
H -1.418 1.504 1.869 0.034
H -1.472 3.003 1.232 0.047
H -2.927 2.977 3.041 0.137
H -4.735 3.842 2.062 0.039
H -4.880 2.726 0.815 0.080
H -3.661 4.066 0.707 0.097
H -3.728 1.666 3.740 0.165
C 3.654 -1.024 -3.187 -0.009
C 3.593 -0.113 -1.959 -0.659
C 4.016 -0.873 -0.698 -0.023
O 4.248 0.935 -1.959 0.033
H 3.196 -0.485 -3.995 0.063
H 2.986 -1.873 -2.894 0.072
H 4.538 -1.455 -3.469 0.046
H 2.547 0.054 -1.906 0.097
H 3.920 -0.310 0.247 0.072
H 5.014 -1.255 -0.878 0.094
H 3.344 -1.674 -0.606 0.023
H 3.606 1.569 -2.337 0.085
C 3.161 -4.546 -0.760 -0.029
C 1.774 -4.131 -0.393 -0.658
C 1.096 -3.348 -1.528 -0.030
O 1.011 -4.987 0.075 0.020
H 3.151 -5.367 -1.521 0.094
H 3.791 -5.022 0.031 0.097
H 3.578 -3.697 -1.277 0.055
H 1.818 -3.456 0.468 0.120
H 1.394 -2.308 -1.654 0.041
H 0.036 -3.215 -1.453 0.027
H 1.276 -3.780 -2.502 0.088
H 0.753 -4.625 0.969 0.147
C -2.308 -2.996 0.094 -0.035
C -2.824 -4.286 0.700 -0.607
C -3.956 -4.976 -0.106 -0.046
O -1.981 -5.212 0.914 0.021
H -1.330 -2.841 0.511 0.065
H -2.925 -2.202 0.284 0.031
H -2.261 -3.175 -0.992 0.070
H -3.205 -3.971 1.663 0.129
H -4.738 -4.103 -0.380 0.122
H -4.409 -5.833 0.367 0.063
H -3.717 -5.364 -1.172 0.099
H -1.806 -5.686 0.115 0.102
C 2.653 4.137 1.822 -0.008
C 1.812 3.181 1.090 -0.651
C 2.324 2.754 -0.260 -0.023
O 1.560 2.097 1.679 -0.032
H 3.317 3.563 2.378 0.066
H 2.137 4.600 2.653 0.087
H 3.133 4.882 1.172 0.102
H 0.804 3.545 0.918 0.126
H 3.059 1.965 -0.106 0.092
H 2.837 3.630 -0.747 0.107
H 1.528 2.444 -0.965 0.070
H 0.999 2.344 2.447 0.144
C -0.798 -1.532 4.935 -0.037
C -1.857 -1.471 3.879 -0.650
C -1.158 -0.938 2.589 -0.018
O -2.609 -2.445 3.684 0.053
H -1.337 -1.350 5.858 0.088
H -0.097 -0.737 4.899 0.052
H -0.233 -2.445 4.816 0.082
H -2.654 -0.770 4.291 0.156
H -1.960 -0.689 1.840 0.081
H -0.737 -1.950 2.372 0.089
H -0.311 -0.257 2.681 0.060
H -2.111 -3.222 3.492 0.097
C 2.452 0.211 3.924 -0.013
C 2.628 -1.300 3.780 -0.613
C 3.191 -1.793 2.477 -0.039
O 3.513 -1.738 4.568 0.010
H 3.135 0.777 3.381 0.055
H 2.376 0.550 4.952 0.086
H 1.462 0.524 3.566 0.046
H 1.659 -1.762 3.954 0.107
H 2.413 -1.565 1.731 0.059
H 3.428 -2.870 2.435 0.100
H 4.040 -1.216 2.219 0.067
H 3.057 -2.223 5.277 0.133
C 1.391 1.997 -3.752 -0.211
O 2.407 2.778 -3.332 -0.074
H 1.551 1.442 -4.615 0.072
H 0.616 2.661 -3.989 0.058
H 1.014 1.423 -2.913 0.059
H 2.590 3.128 -4.181 0.092
C -0.050 -0.145 -0.551 -0.141
O 1.132 -0.164 0.231 -0.117
H -0.244 -1.162 -0.858 0.041
H -0.139 0.567 -1.443 0.083
H -0.777 0.192 0.174 0.032
H 1.393 0.676 0.620 0.028
```